[1]
A cluster of 2 separate species, C18H18F3NO5S2 in total in a non-equilibrium geometry, computed with ωB97M-V/def2-TZVPD.

ORCA input file:
```
! wB97M-V def2-TZVPD RIJCOSX def2/J DEFGRID3
* xyz 0 1
C 3.02 -0.77 -1.42
N 1.65 -1.28 -1.49
C 1.30 -1.88 -2.77
C 0.80 -1.16 -0.48
C -0.54 -1.78 -0.59
C -0.92 -2.94 0.12
C -2.09 -3.64 -0.19
C -2.90 -3.20 -1.24
C -4.04 -4.01 -1.81
F -5.25 -3.37 -1.64
F -3.89 -4.17 -3.17
F -4.15 -5.25 -1.26
C -2.64 -1.97 -1.84
C -1.47 -1.28 -1.52
H 3.65 -1.45 -2.02
H 3.08 0.24 -1.85
H 3.38 -0.74 -0.39
H 2.13 -1.68 -3.46
H 1.18 -2.98 -2.70
H 0.38 -1.45 -3.21
H 1.23 -0.99 0.52
H -0.23 -3.35 0.86
H -2.37 -4.53 0.36
H -3.33 -1.57 -2.57
H -1.27 -0.36 -2.06
C -0.74 2.31 -1.33
O -0.09 1.06 -0.91
C 0.51 0.95 0.30
S 1.97 1.91 0.52
O 3.08 1.06 0.91
O 2.08 2.83 -0.61
C 1.50 2.79 2.00
C 0.33 2.36 2.59
C -0.13 2.91 3.79
C 0.71 3.80 4.46
C 1.95 4.17 3.91
C 2.34 3.69 2.66
S -0.54 1.03 1.74
O -1.85 1.52 1.37
O -0.39 -0.19 2.50
H -0.32 3.15 -0.75
H -0.51 2.39 -2.39
H -1.82 2.16 -1.16
H -1.11 2.63 4.17
H 0.40 4.21 5.42
H 2.63 4.85 4.45
H 3.28 3.96 2.18
*
```

## Properties
- relative energy (zero: lowest compared OMol25 entry of this formula, charge and spin) (kcal/mol) = 0.0
- electronic energy (eV) = -60504.191
- HOMO (eV) = -7.770

[2]
A cluster of 6 separate species, C18H18F6O18 in total in a non-equilibrium geometry, computed with ωB97M-V/def2-TZVPD.

ORCA input file:
```
! wB97M-V def2-TZVPD RIJCOSX def2/J DEFGRID3
* xyz 0 1
O -4.23 3.45 1.07
C -4.83 2.47 1.23
O -6.18 2.34 1.36
C -6.46 0.87 1.35
C -5.17 0.32 0.81
F -5.16 0.37 -0.56
O -4.20 1.20 1.30
H -6.75 0.45 2.33
H -7.25 0.77 0.62
H -4.92 -0.64 1.11
O -3.65 -5.14 -0.68
C -2.81 -4.33 -0.37
O -1.79 -3.85 -1.09
C -0.96 -3.01 -0.31
C -1.96 -2.54 0.68
F -2.70 -1.52 0.20
O -2.85 -3.64 0.82
H -0.13 -3.59 0.07
H -0.50 -2.23 -0.95
H -1.59 -2.26 1.64
O 4.44 -1.04 -2.28
C 4.17 -1.08 -1.13
O 3.81 -2.25 -0.57
C 3.58 -2.04 0.83
C 4.16 -0.67 1.10
F 5.38 -0.91 1.70
O 4.30 -0.13 -0.19
H 2.49 -2.09 1.05
H 4.10 -2.87 1.36
H 3.67 -0.03 1.85
O 1.21 3.89 3.97
C 2.08 4.01 3.22
O 3.40 4.30 3.42
C 4.02 4.60 2.17
C 3.17 3.92 1.20
F 3.70 2.61 1.08
O 1.94 3.79 1.80
H 4.01 5.74 2.02
H 5.04 4.27 2.07
H 3.17 4.31 0.17
O -1.42 -0.48 -2.99
C -0.50 -1.17 -3.30
O 0.69 -0.71 -3.55
C 1.55 -1.77 -4.03
C 0.78 -3.13 -3.66
F 1.25 -3.74 -2.48
O -0.51 -2.63 -3.42
H 1.59 -1.65 -5.08
H 2.50 -1.62 -3.55
H 0.83 -3.96 -4.31
O 0.49 -0.93 1.35
C 0.00 0.09 0.84
O -0.49 1.12 1.49
C -0.83 2.14 0.52
C -0.52 1.50 -0.84
F 0.37 2.24 -1.55
O -0.03 0.28 -0.50
H -1.90 2.29 0.50
H -0.22 3.03 0.64
H -1.37 1.31 -1.57
*
```

## Properties
- relative energy (zero: lowest compared OMol25 entry of this formula, charge and spin) (kcal/mol) = 24.4
- electronic energy (eV) = -72118.151
- HOMO (eV) = -11.028

[3]
A structure of composition C18H18FIN2Pd in a non-equilibrium geometry, computed with ωB97M-V/def2-TZVPD.

ORCA input file:
```
! wB97M-V def2-TZVPD RIJCOSX def2/J DEFGRID3
* xyz 0 3
C 3.77 4.66 0.84
C 4.95 3.76 0.48
H 3.50 5.30 0.00
H 4.05 5.33 1.66
H 2.89 4.09 1.14
H 4.66 2.97 -0.21
H 5.74 4.34 0.01
H 5.39 3.31 1.37
C -2.55 1.56 -0.97
C -3.77 1.50 -1.64
C -4.02 0.40 -2.47
C -3.04 -0.58 -2.63
H -2.27 2.38 -0.29
H -4.49 2.30 -1.49
H -4.98 0.31 -2.99
H -3.20 -1.46 -3.25
N -1.62 0.62 -1.13
C -1.81 -0.43 -1.97
C -0.72 -1.40 -2.06
N 0.39 -1.12 -1.32
C 1.41 -1.98 -1.22
C 0.27 -3.51 -2.68
C 1.39 -3.19 -1.91
H 2.23 -1.67 -0.57
H 2.24 -3.86 -1.81
C -0.79 -2.62 -2.76
H -1.70 -2.83 -3.32
H 0.23 -4.46 -3.22
Pd 0.21 0.49 0.14
I 0.46 3.01 0.83
F -1.52 -2.93 5.01
C -1.12 -2.17 3.92
C -0.69 -0.87 4.15
C -0.28 -0.11 3.03
C -0.34 -0.68 1.77
C -0.78 -1.97 1.55
C -1.17 -2.76 2.66
H -0.67 -0.47 5.16
H 0.07 0.91 3.11
H -0.82 -2.36 0.54
H -1.51 -3.79 2.53
*
```

## Properties
- electronic energy (eV) = -36235.335
- expectation value of S² = 2.01
- HOMO (alpha / beta) (eV) = -6.967 / -7.918

[4]
A structure of composition C18H18ILaO in a non-equilibrium geometry, computed with ωB97M-V/def2-TZVPD.

ORCA input file:
```
! wB97M-V def2-TZVPD RIJCOSX def2/J DEFGRID3
* xyz 0 1
C -0.09 4.05 -0.11
C 1.18 3.70 0.43
C 1.80 2.77 -0.45
H 1.60 4.13 1.34
C 0.92 2.56 -1.55
C -0.25 3.34 -1.34
H -1.08 3.45 -2.04
H -0.77 4.78 0.32
H 2.81 2.37 -0.35
H 1.15 1.96 -2.44
C -0.30 0.47 3.33
C -0.20 1.89 3.42
C -1.45 2.45 3.04
H 0.65 2.48 3.78
C -2.34 1.38 2.71
C -1.62 0.16 2.89
H -2.04 -0.84 2.80
H 0.47 -0.25 3.63
H -1.68 3.52 3.08
H -3.39 1.48 2.45
La -0.35 1.51 0.76
O 0.66 -0.35 -0.21
C 1.73 -1.08 -0.74
C 0.99 -1.55 -1.91
H 2.54 -0.42 -1.04
H 2.01 -1.90 -0.08
H 0.96 -0.91 -2.78
H 0.09 -2.74 -4.12
C -0.08 -3.33 -3.22
C 0.29 -2.75 -1.96
C -0.07 -3.49 -0.78
H 0.11 -3.01 0.19
C -0.59 -4.77 -0.87
H -0.83 -5.32 0.04
C -0.81 -5.36 -2.12
H -1.17 -6.39 -2.18
C -0.57 -4.63 -3.30
H -0.76 -5.08 -4.27
I 0.47 5.72 3.63
*
```

## Properties
- relative energy (zero: lowest compared OMol25 entry of this formula, charge and spin) (kcal/mol) = 14.7
- electronic energy (eV) = -29963.824
- HOMO (eV) = -5.725

[5]
A structure of composition C18H18MnN2O5P, computed with ωB97M-V/def2-TZVPD.

ORCA input file:
```
! wB97M-V def2-TZVPD RIJCOSX def2/J DEFGRID3
* xyz -1 6
Mn 0.40 -0.07 -1.13
N 0.58 1.88 -2.38
C 0.71 1.54 -3.80
C 1.05 0.06 -4.07
O 1.29 -0.27 -5.24
N 0.99 -0.70 -2.99
C 1.11 -2.13 -3.09
C 0.56 -2.83 -1.83
O 0.52 -4.05 -1.80
O 0.20 -2.06 -0.85
H -0.01 2.69 -2.24
H 1.47 2.14 -1.95
H 1.45 2.16 -4.32
H -0.25 1.73 -4.29
H 2.15 -2.45 -3.20
H 0.59 -2.54 -3.96
O 1.83 2.97 0.19
C 1.72 1.87 0.75
O 1.77 0.73 0.17
C 1.52 1.82 2.26
P -0.19 1.29 2.81
C -0.05 -0.50 3.12
C 0.78 -1.38 2.41
C 0.71 -2.74 2.64
C -0.16 -3.25 3.59
C -0.98 -2.39 4.31
C -0.92 -1.03 4.08
C -1.12 1.31 1.22
C -1.49 2.54 0.70
C -2.25 2.63 -0.46
C -2.65 1.49 -1.14
C -2.28 0.24 -0.63
C -1.53 0.15 0.54
H 1.71 2.80 2.68
H 2.21 1.10 2.71
H 1.44 -0.98 1.65
H 1.32 -3.41 2.04
H -0.22 -4.32 3.75
H -1.66 -2.79 5.05
H -1.56 -0.36 4.63
H -1.18 3.45 1.20
H -2.52 3.61 -0.85
H -3.22 1.56 -2.05
H -2.56 -0.67 -1.16
H -1.25 -0.83 0.90
*
```

## Properties
- relative energy (zero: lowest compared OMol25 entry of this formula, charge and spin) (kcal/mol) = 0.9
- electronic energy (eV) = -72790.740
- expectation value of S² = 8.76
- HOMO (alpha / beta) (eV) = -4.612 / -5.291

[6]
A cluster of 2 separate species, C18H18N2 in total in a non-equilibrium geometry, computed with ωB97M-V/def2-TZVPD.

ORCA input file:
```
! wB97M-V def2-TZVPD RIJCOSX def2/J DEFGRID3
* xyz 0 1
C 4.35 -3.60 -0.28
C 4.02 -2.18 0.21
C 4.44 -0.96 -0.43
N 3.53 0.12 0.02
C 2.69 -0.42 0.98
C 1.50 0.10 1.55
C 0.87 -0.83 2.43
C 1.36 -2.11 2.66
C 2.39 -2.72 1.96
C 3.10 -1.84 1.19
H 3.35 -4.26 -0.30
H 5.07 -4.27 0.27
H 4.79 -3.54 -1.28
H 5.28 -0.59 -1.00
H 3.72 1.07 -0.20
H 1.11 1.09 1.37
H 0.07 -0.31 3.03
H 0.77 -2.56 3.48
H 2.70 -3.78 2.20
C -1.70 3.27 0.87
C -1.68 2.38 -0.30
C -0.81 2.13 -1.26
N -1.29 1.04 -2.16
C -2.67 0.93 -1.85
C -3.72 0.38 -2.64
C -5.02 0.51 -2.17
C -5.23 1.05 -0.86
C -4.22 1.59 -0.20
C -2.92 1.70 -0.73
H -0.98 4.05 0.71
H -1.51 2.72 1.77
H -2.73 3.69 0.99
H 0.20 2.40 -1.30
H -0.81 0.59 -2.96
H -3.55 -0.03 -3.55
H -5.84 -0.04 -2.59
H -6.22 1.02 -0.38
H -4.40 2.18 0.75
*
```

## Properties
- relative energy (zero: lowest compared OMol25 entry of this formula, charge and spin) (kcal/mol) = 70.6
- electronic energy (eV) = -21936.027
- HOMO (eV) = -7.663

Copy entry 1 word for word.
A cluster of 2 separate species, C18H18F3NO5S2 in total in a non-equilibrium geometry, computed with ωB97M-V/def2-TZVPD.

ORCA input file:
```
! wB97M-V def2-TZVPD RIJCOSX def2/J DEFGRID3
* xyz 0 1
C 3.02 -0.77 -1.42
N 1.65 -1.28 -1.49
C 1.30 -1.88 -2.77
C 0.80 -1.16 -0.48
C -0.54 -1.78 -0.59
C -0.92 -2.94 0.12
C -2.09 -3.64 -0.19
C -2.90 -3.20 -1.24
C -4.04 -4.01 -1.81
F -5.25 -3.37 -1.64
F -3.89 -4.17 -3.17
F -4.15 -5.25 -1.26
C -2.64 -1.97 -1.84
C -1.47 -1.28 -1.52
H 3.65 -1.45 -2.02
H 3.08 0.24 -1.85
H 3.38 -0.74 -0.39
H 2.13 -1.68 -3.46
H 1.18 -2.98 -2.70
H 0.38 -1.45 -3.21
H 1.23 -0.99 0.52
H -0.23 -3.35 0.86
H -2.37 -4.53 0.36
H -3.33 -1.57 -2.57
H -1.27 -0.36 -2.06
C -0.74 2.31 -1.33
O -0.09 1.06 -0.91
C 0.51 0.95 0.30
S 1.97 1.91 0.52
O 3.08 1.06 0.91
O 2.08 2.83 -0.61
C 1.50 2.79 2.00
C 0.33 2.36 2.59
C -0.13 2.91 3.79
C 0.71 3.80 4.46
C 1.95 4.17 3.91
C 2.34 3.69 2.66
S -0.54 1.03 1.74
O -1.85 1.52 1.37
O -0.39 -0.19 2.50
H -0.32 3.15 -0.75
H -0.51 2.39 -2.39
H -1.82 2.16 -1.16
H -1.11 2.63 4.17
H 0.40 4.21 5.42
H 2.63 4.85 4.45
H 3.28 3.96 2.18
*
```

## Properties
- relative energy (zero: lowest compared OMol25 entry of this formula, charge and spin) (kcal/mol) = 0.0
- electronic energy (eV) = -60504.191
- HOMO (eV) = -7.770

Question: Look up the electronic energy of the fifth one.
Answer: -72790.740 eV